1.
A structure of composition C23H30NPSn, computed with the ωB97M-V functional and the def2-TZVPD basis.

Each line ends with the Mulliken charge.
Positions of all 56 atoms, in Å:
1 C -2.16098 0.85424 -3.77129  -0.95
2 C -2.03584 -0.32681 -3.05505  -0.57
3 C -1.37075 -0.37094 -1.81723  0.23
4 C -0.91310 0.83312 -1.24002  0.88
5 C -0.92478 1.99818 -2.01912  0.79
6 C -1.57039 2.01543 -3.26769  -1.05
7 C -1.25547 -1.73677 -1.19514  -0.17
8 C 0.11939 -2.47960 -1.26402  -1.12
9 N 1.33491 -1.72782 -1.34300  0.47
10 Sn -0.61923 1.19539 0.94755  0.63
11 C -0.32487 3.30498 -1.53787  -1.36
12 P 1.44116 3.24198 -1.08542  1.03
13 H -2.47634 -1.25394 -3.44961  0.43
14 H -1.62588 2.94775 -3.82874  0.40
15 H -2.71545 0.87816 -4.71714  0.42
16 H -0.87184 3.68130 -0.65836  0.55
17 H -0.40146 4.05706 -2.33966  0.55
18 H -1.56630 -1.69530 -0.14392  -0.31
19 H -1.96089 -2.40399 -1.72280  0.55
20 H 0.19016 -3.10944 -0.35973  0.53
21 C 1.94082 4.85097 -0.46820  -1.13
22 C 2.39711 2.79363 -2.52673  -1.19
23 H 0.08346 -3.17619 -2.12901  0.27
24 C 1.72600 -1.10418 -2.57888  -0.77
25 C 2.38703 -2.07918 -0.42896  -1.00
26 H 0.88349 1.96068 1.37548  0.14
27 H 2.19691 -1.84364 -3.26168  0.35
28 H 0.85546 -0.65275 -3.08964  0.24
29 H 2.48632 -0.33248 -2.35575  0.11
30 H 2.95014 -2.96301 -0.78367  0.31
31 H 3.09801 -1.24772 -0.35316  0.29
32 H 1.96428 -2.31939 0.56036  0.28
33 H 2.56262 3.66046 -3.18251  0.42
34 H 3.37649 2.41759 -2.19940  0.45
35 H 1.87428 2.02550 -3.11228  0.30
36 H 1.98267 5.59133 -1.27727  0.41
37 H 1.23609 5.21756 0.29018  0.38
38 H 2.94136 4.77673 -0.02120  0.42
39 H 1.72502 2.22803 -0.09661  -0.19
40 C 0.55343 -2.66613 5.24574  -0.60
41 C 1.33384 -1.98718 4.28701  -0.80
42 C 0.72963 -1.30733 3.23079  -0.38
43 C -0.68072 -1.26211 3.10907  1.10
44 C -1.39280 -0.51216 2.12410  -0.04
45 C -2.76521 -0.63210 1.97376  -0.27
46 C -3.52515 -1.36988 2.91342  -1.09
47 C -2.88975 -2.02149 3.95293  -0.65
48 C -1.47461 -2.00244 4.07324  0.85
49 C -0.82450 -2.67924 5.12735  -0.80
50 H 1.04090 -3.17523 6.07768  0.40
51 H 2.41616 -1.98568 4.37501  0.43
52 H 1.32807 -0.77573 2.48856  0.19
53 H -3.29613 -0.13668 1.15735  0.42
54 H -4.60975 -1.41039 2.81048  0.41
55 H -3.45542 -2.57616 4.70493  0.41
56 H -1.44758 -3.20696 5.85575  0.40

Calculated values
- Relative energy (zero: lowest compared OMol25 entry of this formula, charge and spin): 0.1 kcal per mole
- Net charge: +2
- Kohn-Sham gap: 4.22 eV

2.
A cluster of 12 separate species, C20H64N2O12 in total, computed with the ωB97M-V functional and the def2-TZVPD basis.

Each line ends with the Mulliken charge.
Positions of all 98 atoms, in Å:
1 N -0.40774 3.02524 7.71007  -0.26
2 C 0.86101 3.00805 8.00284  0.39
3 N 1.46954 4.16216 7.98071  0.11
4 O 1.44791 1.78699 8.41929  -0.69
5 H -0.87623 2.14302 7.54197  0.31
6 H -0.84865 3.86440 7.43833  0.20
7 H 2.40658 4.05850 8.31604  -0.48
8 H 1.02436 5.05271 7.79268  0.26
9 C 5.82768 -0.52017 3.24209  -0.41
10 C 6.20496 -1.46994 4.22486  0.02
11 O 6.84510 -2.58145 3.58234  -0.56
12 H 5.29794 0.32410 3.61461  -0.47
13 H 5.23659 -1.05978 2.51995  0.64
14 H 6.75844 -0.23221 2.70936  0.38
15 H 5.31213 -1.68775 4.79817  0.12
16 H 6.92148 -0.95387 4.89112  -0.05
17 H 6.26230 -2.85050 2.84717  0.37
18 C 5.87869 0.63204 7.40630  -0.17
19 C 4.45574 0.15903 7.17480  1.15
20 O 4.32324 -1.17072 7.68076  -0.64
21 H 6.49857 -0.12562 6.83877  0.48
22 H 6.20906 0.53854 8.43259  0.34
23 H 6.12640 1.67850 7.07068  -0.63
24 H 4.02817 0.19727 6.21279  -0.74
25 H 3.73228 0.73087 7.73294  -0.14
26 H 5.12682 -1.68956 7.54638  0.37
27 C 7.97932 2.10459 5.01151  0.34
28 C 8.21926 2.05900 3.49317  0.41
29 O 9.01215 0.95286 3.20348  -0.58
30 H 8.80511 2.15185 5.71129  0.58
31 H 7.40312 1.20700 5.34798  -0.38
32 H 7.44873 3.03053 5.15872  -0.82
33 H 8.70065 3.06847 3.25203  0.41
34 H 7.24235 1.92279 2.93634  -0.48
35 H 9.15905 0.89285 2.26702  0.33
36 C 4.52471 1.69311 -0.30672  -1.62
37 C 4.51610 1.87537 1.18765  1.11
38 O 4.01533 3.11615 1.43172  -0.66
39 H 3.63250 2.17976 -0.67433  0.36
40 H 4.49501 0.65679 -0.65713  0.35
41 H 5.39838 2.18143 -0.61090  0.41
42 H 5.52774 1.71365 1.58520  -0.30
43 H 3.69910 1.26199 1.61672  0.04
44 H 4.23345 3.24505 2.35527  -0.10
45 C 3.61987 6.70419 6.82071  -0.53
46 C 5.02691 6.63572 7.37850  0.25
47 O 6.01994 7.46664 6.69906  -0.57
48 H 3.17417 7.63891 7.00739  0.52
49 H 3.11990 5.85229 7.22403  -0.29
50 H 3.47107 6.43981 5.80617  0.27
51 H 5.48042 5.63708 7.37528  -0.25
52 H 4.98954 6.78188 8.44529  0.47
53 H 6.85525 7.19948 7.00946  0.33
54 C 1.53886 4.32564 3.58712  -1.00
55 C 0.76399 3.68996 4.72905  1.29
56 O -0.49926 3.23614 4.28103  -0.60
57 H 2.46267 4.82599 3.97145  -0.08
58 H 0.88452 4.88542 2.95279  0.53
59 H 2.06261 3.56332 3.03437  0.15
60 H 0.72437 4.43944 5.51722  -0.05
61 H 1.21451 2.79421 5.22944  -0.73
62 H -0.97057 2.74577 4.89749  0.35
63 C 7.17158 6.53660 3.36010  -1.42
64 C 6.29537 5.52447 4.09226  0.39
65 O 5.72680 4.64084 3.13035  -0.34
66 H 6.65720 7.17006 2.65897  0.42
67 H 7.83909 5.92122 2.71822  0.31
68 H 7.78031 6.99613 4.13320  0.35
69 H 5.54467 5.87688 4.73948  0.06
70 H 6.98162 4.87612 4.63779  -0.22
71 H 5.16131 5.20889 2.61766  0.28
72 C 1.79405 0.35751 4.77159  0.16
73 C 1.85000 -1.14019 4.82559  -0.59
74 O 0.62205 -1.70578 4.49688  -0.57
75 H 1.36320 0.70981 5.73664  0.05
76 H 1.32581 0.77392 3.82358  0.40
77 H 2.75567 0.90745 4.70990  -0.56
78 H 2.06183 -1.51517 5.79209  0.46
79 H 2.66544 -1.50668 4.21975  0.21
80 H 0.54962 -2.62454 4.84837  0.35
81 C 7.69462 3.43696 8.58135  -0.20
82 O 8.96131 3.86416 8.88918  -0.57
83 H 7.08083 4.36928 8.69322  0.08
84 H 7.26132 2.69109 9.20031  0.24
85 H 7.59336 3.15804 7.53205  0.00
86 H 9.57207 3.29231 8.49415  0.36
87 C 4.19919 3.13661 9.48102  0.69
88 O 3.73381 4.38585 9.37122  -0.55
89 H 3.84779 2.75096 10.43873  0.47
90 H 5.29815 3.11738 9.29408  -0.35
91 H 3.70784 2.46589 8.73851  -0.67
92 H 3.94171 4.77504 10.21540  0.30
93 C 3.99906 3.48237 5.81099  0.80
94 O 4.34712 2.76329 4.63773  2.14
95 H 4.04852 4.51366 5.65488  -0.07
96 H 4.79346 3.32460 6.58145  -0.42
97 H 3.00520 3.22991 6.18939  -0.39
98 H 5.12443 3.16966 4.29298  -1.00

Calculated values
- SMILES: NC(N)=O.CCO.CCO.CCO.CCO.CCO.CCO.CCO.CCO.CO.CO.CO
- Relative energy (zero: lowest compared OMol25 entry of this formula, charge and spin): 32.0 kcal per mole
- Kohn-Sham gap: 9.66 eV

3.
A cluster of 6 separate species, C33H59BBrFIN3O13PS in total, computed with the ωB97M-V functional and the def2-TZVPD basis.

Each line ends with the Mulliken charge.
Positions of all 114 atoms, in Å:
1 C -3.69799 2.91693 -2.35333  -1.26
2 C -3.57647 1.51625 -2.92956  -0.42
3 O -2.23504 1.03656 -2.75741  -0.17
4 C -1.47383 1.30298 -3.92117  -1.29
5 C 0.01381 1.07550 -3.75409  -1.61
6 C 0.57843 1.40334 -2.36920  0.44
7 C 0.03340 2.82910 -2.08262  -0.80
8 C 0.45256 3.49916 -0.78491  -1.09
9 O -0.37300 3.95742 -0.02938  -0.38
10 N -0.06059 0.50319 -1.27774  1.42
11 C -0.57624 -0.84186 -1.69353  -1.39
12 O -0.03757 -1.56767 -2.45098  -0.30
13 N -1.75629 -1.20745 -0.94567  0.74
14 C -2.77526 -1.79451 -1.73583  0.39
15 O -2.75928 -2.83319 -2.31715  -0.44
16 F -3.88858 -1.08086 -1.69857  -0.23
17 C 0.73755 0.31011 -0.00689  1.01
18 Br -0.37435 1.03817 1.48871  0.08
19 N 0.90356 -1.12451 0.26192  -0.31
20 C 0.98048 -1.51182 1.42766  0.29
21 S 1.58222 -2.01060 2.74394  -0.17
22 C 2.14483 0.96197 0.06610  -1.82
23 O 2.71386 1.54586 -1.09263  -0.24
24 C 2.09587 1.31305 -2.36012  0.97
25 B 2.66714 -0.14043 -2.84506  0.56
26 O 2.68728 -1.21731 -1.98428  -0.06
27 O 3.16088 -0.33506 -4.11288  -0.71
28 P 3.15434 2.45667 -3.44880  -0.04
29 O 2.55444 2.35109 -4.95583  -0.47
30 I 2.77636 4.84248 -2.92362  -0.18
31 H -4.72288 3.24545 -2.46165  0.52
32 H -3.02854 3.59755 -2.87358  0.28
33 H -3.42139 2.91148 -1.30498  0.27
34 H -3.87971 1.52608 -3.97294  0.35
35 H -4.24647 0.86535 -2.39428  0.36
36 H -1.84137 0.69871 -4.74928  0.52
37 H -1.65678 2.32846 -4.24225  0.52
38 H 0.31254 0.10488 -4.13662  0.59
39 H 0.49044 1.79151 -4.41396  0.77
40 H -1.05011 2.81231 -2.00319  -0.28
41 H 0.23015 3.44184 -2.95031  0.97
42 H 1.51218 3.61689 -0.52158  0.51
43 H -0.90223 1.00411 -0.96201  0.94
44 H -1.46604 -1.88417 -0.24816  0.30
45 H 2.10349 1.73079 0.82640  0.56
46 H 2.83965 0.22505 0.45461  0.45
47 H 3.36659 -1.08178 -1.31283  0.27
48 H 4.12220 -0.34300 -4.05162  0.30
49 H 3.31018 2.52691 -5.53484  0.27
50 C -3.23014 -4.04527 3.76867  -0.38
51 C -3.68586 -3.42210 2.45356  -0.66
52 C -2.98918 -2.06792 2.49768  0.31
53 O -1.77516 -2.25349 3.23686  -0.33
54 C -1.80659 -3.53690 3.88316  -0.30
55 H -3.29364 -5.13098 3.78447  0.41
56 H -3.83164 -3.65667 4.59276  0.10
57 H -3.31100 -4.01210 1.61287  0.26
58 H -4.76655 -3.33981 2.35421  0.43
59 H -3.59769 -1.32474 3.02275  0.28
60 H -2.75368 -1.67931 1.50256  -0.42
61 H -1.10497 -4.19770 3.36027  0.20
62 H -1.48042 -3.43336 4.91740  0.16
63 C -1.83470 -3.50094 9.46455  -0.55
64 C -3.34747 -3.68269 9.49896  -0.55
65 C -3.67255 -3.85584 8.02304  -0.42
66 O -2.53124 -4.47930 7.42135  -0.37
67 C -1.43444 -4.44798 8.34323  -0.37
68 H -1.34218 -3.73007 10.40774  0.34
69 H -1.58933 -2.47145 9.19303  0.27
70 H -3.60104 -4.59173 10.04829  0.27
71 H -3.88057 -2.85056 9.95522  0.33
72 H -3.83082 -2.88722 7.53494  0.25
73 H -4.55303 -4.47652 7.85478  0.30
74 H -1.27613 -5.46375 8.71946  0.27
75 H -0.53166 -4.12736 7.82126  0.24
76 C 2.99577 -6.24994 0.86804  -0.48
77 C 2.52227 -5.63597 -0.44598  -0.54
78 C 3.21516 -4.28195 -0.42024  0.50
79 O 4.43559 -4.45808 0.30100  -0.46
80 C 4.42492 -5.73330 0.95555  -0.51
81 H 2.93624 -7.33624 0.89249  0.37
82 H 2.40268 -5.85716 1.69819  0.16
83 H 2.88738 -6.22806 -1.28738  0.30
84 H 1.43927 -5.55766 -0.53106  0.34
85 H 2.61105 -3.53535 0.11129  -0.51
86 H 3.43481 -3.90076 -1.41852  0.19
87 H 5.11923 -6.39432 0.42787  0.28
88 H 4.77160 -5.61667 1.98233  0.29
89 C 6.92767 3.97944 -7.51342  -0.61
90 C 7.74709 3.27933 -6.43387  -0.53
91 C 6.88621 3.49478 -5.19815  -0.46
92 O 5.52600 3.54347 -5.65360  -0.32
93 C 5.50547 3.65401 -7.08587  -0.50
94 H 7.15188 3.64300 -8.52359  0.34
95 H 7.09585 5.05718 -7.46767  0.27
96 H 7.82364 2.21296 -6.65801  0.27
97 H 8.75399 3.67548 -6.32034  0.34
98 H 7.11680 4.44756 -4.71239  0.29
99 H 6.99360 2.69676 -4.46287  0.25
100 H 5.17744 2.69324 -7.49977  0.33
101 H 4.78880 4.42153 -7.37997  0.33
102 C -3.60355 5.87763 2.18894  -0.62
103 C -4.97271 5.49728 2.74214  -0.55
104 C -5.67612 4.97434 1.49837  -0.52
105 O -4.65907 4.40556 0.66357  -0.37
106 C -3.36920 4.78202 1.15973  0.09
107 H -2.82059 5.92314 2.94395  0.34
108 H -3.65843 6.85050 1.69578  0.31
109 H -4.86755 4.69741 3.47880  0.25
110 H -5.50271 6.32364 3.21189  0.35
111 H -6.15949 5.78516 0.94409  0.29
112 H -6.42513 4.21514 1.72409  0.27
113 H -2.90721 3.89915 1.61779  0.01
114 H -2.74138 5.10855 0.32971  0.15

Calculated values
- Net charge: +1
- Kohn-Sham gap: 7.65 eV

| no. | electronic energy (Eh) | E_LUMO (eV) | F_max (Eh/bohr) |
| --- | --- | --- | --- |
| 1 | -1504.1341 | -8.90 | 0.0742 |
| 2 | -1812.5313 | 0.20 | 0.1491 |
| 3 | -6170.8794 | -3.38 | 0.0410 |